# 1
The following is a DFT calculation (ωB97M-V with the def2-TZVPD basis set) of one molecule with the formula C12H19N5O3S2.

Structure (XYZ):
```
41
Properties=species:S:1:pos:R:3:lowdin_charge:R:1
S 1.577 0.186 -2.085 1.0035
S -4.974 1.361 0.293 0.6809
O -1.190 2.389 -1.448 0.0488
O -5.754 2.532 0.009 -0.3177
O -5.406 0.535 1.390 -0.3253
N -1.138 0.528 -0.181 -0.0272
N 3.794 -0.480 2.277 0.1414
N 3.505 -1.498 -1.663 0.0885
N 2.851 -0.209 0.208 0.0726
N 5.140 -3.086 -1.539 0.1421
C 2.779 -0.584 -1.057 -0.6864
C -3.278 0.325 -1.445 -0.1593
C -0.545 1.519 -0.889 -0.5144
C -4.772 0.306 -1.192 -0.1902
C 4.428 -2.118 -0.918 -0.3959
C 4.608 -1.802 0.431 0.0209
C 0.967 1.525 -0.990 -0.3387
C -3.212 1.750 0.533 -0.1481
C 3.772 -0.826 0.962 -0.3866
C -2.591 0.505 -0.079 -0.3261
C -0.381 -0.028 2.101 -0.0575
C -0.429 -0.442 0.631 -0.2040
H 1.478 1.390 -0.038 0.0599
H 5.351 -2.297 1.034 0.1040
H -1.379 0.010 2.531 0.0696
H 1.256 2.467 -1.455 0.0855
H 0.212 -0.745 2.662 0.0738
H -2.858 -0.345 0.556 0.1492
H 0.075 0.955 2.199 0.0763
H 5.034 -3.159 -2.536 0.1038
H -5.147 -0.677 -0.923 0.1027
H -2.934 -0.594 -1.923 0.1291
H -0.937 -1.406 0.533 0.1301
H -3.015 1.868 1.593 0.1106
H 0.585 -0.565 0.262 0.0616
H -3.005 1.167 -2.080 0.1168
H -5.358 0.730 -1.999 0.1021
H 3.288 0.349 2.537 0.0995
H -2.962 2.646 -0.024 0.1049
H 5.970 -3.453 -1.110 0.1002
H 4.596 -0.729 2.828 0.0989
```

**Lowest unoccupied orbital energy**: 0.51 eV
**Max |F|**: 0.82 eV Å⁻¹
**SMILES string**: CCN(C(=O)CSc1nc(N)cc(N)n1)[C@@H]1CCS(=O)(=O)C1
**M**: 345.45 g/mol
**Highest occupied orbital energy**: -0.3194 Eh
**Total charge**: 0

---

# 2
The following is a DFT calculation (ωB97M-V with the def2-TZVPD basis set) of C4H10OS2 as an isolated structure at a distorted geometry.

Structure (XYZ):
```
17
Properties=species:S:1:pos:R:3:lowdin_charge:R:1
S -1.494 0.881 -1.615 0.2720
S 1.018 0.172 -0.907 0.3741
O 1.668 -2.273 1.194 -0.1258
C 0.260 -2.192 1.076 -0.3285
C 0.564 0.296 0.832 -0.7139
C -0.305 -0.817 1.344 -0.2984
C -0.948 2.456 -2.300 -0.6640
H 1.495 0.378 1.406 0.0523
H 2.026 -1.680 0.503 0.0229
H -0.164 2.962 -1.735 -0.0055
H -0.497 2.279 -3.292 -0.0014
H 0.007 -2.483 0.042 0.0969
H -1.296 -0.697 0.899 0.0801
H 0.039 1.234 0.974 0.0380
H -1.771 3.149 -2.487 -0.0070
H -0.415 -0.648 2.426 0.1035
H -0.188 -3.017 1.639 0.1048
```

**Lowest unoccupied orbital energy (spin up / spin down)**: 3.81 / 3.48 eV
**Max |F|**: 1.77 eV Å⁻¹
**Multiplicity**: 2
**M**: 138.26 g/mol
**Highest occupied orbital energy (spin up / spin down)**: -0.0846 / -0.1309 Eh
**Total charge**: -1
**Energy relative to the best compared isomer or geometry (same formula, charge and spin)**: 3.2 kcal per mole

---

# 3
The following is a DFT calculation (ωB97M-V with the def2-TZVPD basis set) of one molecule with the formula C4H6N2OS at a distorted geometry.

Structure (XYZ):
```
14
Properties=species:S:1:pos:R:3:lowdin_charge:R:1
S 2.540 0.569 3.083 0.9764
O 0.588 -0.995 2.663 -0.2134
N 2.123 1.008 1.663 -0.3084
N 1.719 -0.598 3.718 -0.2927
C 1.004 1.168 -0.495 -0.0444
C 1.109 0.509 0.849 -0.3913
C 0.299 -0.471 1.264 -0.2239
C -0.862 -1.160 0.687 -0.0137
H 0.045 1.676 -0.598 0.0803
H -1.637 -1.260 1.448 0.0947
H 1.801 1.897 -0.596 0.0733
H 1.092 0.433 -1.295 0.0811
H -0.595 -2.162 0.347 0.0959
H -1.229 -0.574 -0.151 0.0861
```

**Lowest unoccupied orbital energy (spin up / spin down)**: -0.78 / -0.70 eV
**Max |F|**: 4.09 eV Å⁻¹
**M**: 130.17 g/mol
**Highest occupied orbital energy (spin up / spin down)**: -0.2893 / -0.2889 Eh
**Total charge**: 0
**Energy relative to the best compared isomer or geometry (same formula, charge and spin)**: 139.1 kcal per mole

---

# 4
The following is a DFT calculation (ωB97M-V with the def2-TZVPD basis set) of C6H12N2O as an isolated structure at a distorted geometry.

Structure (XYZ):
```
21
Properties=species:S:1:pos:R:3:lowdin_charge:R:1
O -0.821 -2.550 -1.392 -0.1902
N 1.168 1.045 0.154 -0.1799
N 1.298 2.359 0.772 0.0485
C 0.056 -0.776 0.135 -0.4698
C 1.137 -0.081 1.144 -0.0810
C -1.223 -1.307 0.843 -0.0569
C -0.113 0.642 -0.231 -0.3176
C 0.404 -1.677 -1.022 -0.1435
C 0.442 3.130 -0.022 -0.0486
H -1.589 -0.568 1.582 0.0842
H 2.313 -0.244 1.482 0.1499
H -1.348 -2.156 -2.150 0.1027
H -0.863 1.261 0.241 0.1004
H -1.038 -2.299 1.173 0.0695
H -0.489 2.895 -0.671 0.0787
H 1.616 -2.386 -1.086 0.1973
H 0.311 -0.169 2.163 0.1713
H -0.304 1.037 -1.229 0.1041
H 0.425 4.287 0.300 0.0875
H -2.044 -1.488 0.055 0.1057
H 0.663 -0.955 -2.242 0.1876
```

**Lowest unoccupied orbital energy**: 0.58 eV
**Max |F|**: 7.71 eV Å⁻¹
**M**: 128.17 g/mol
**Highest occupied orbital energy**: -0.3365 Eh
**Total charge**: 0
**Energy relative to the best compared isomer or geometry (same formula, charge and spin)**: 212.1 kcal per mole

---

# 5
The following is a DFT calculation (ωB97M-V with the def2-TZVPD basis set) of C21H37N3O3 as an isolated structure at a distorted geometry.

Structure (XYZ):
```
64
Properties=species:S:1:pos:R:3:lowdin_charge:R:1
O -2.611 0.099 3.077 -0.0472
O -5.289 0.823 7.486 -0.0514
O -3.070 1.476 7.580 -0.0502
N -1.111 1.002 0.307 -0.0309
N -0.614 -0.769 -0.748 -0.0049
N -1.068 0.494 -0.906 0.0959
C -5.068 1.309 8.818 -0.1440
C -2.583 0.489 4.282 -0.4429
C -0.801 -1.607 -1.970 -0.3657
C -3.616 1.725 8.884 -0.1342
C 0.233 -2.418 0.950 -0.5223
C -1.412 2.979 -0.941 -0.0787
C -0.720 0.089 1.275 -0.1584
C 0.685 -2.424 2.409 -0.0601
C -1.610 2.388 0.434 -0.3517
C -2.404 -0.457 5.434 -0.1278
C -0.830 0.398 2.698 -0.0582
C -0.387 -1.065 0.567 -0.0786
C -4.287 1.810 5.504 -0.0736
C -3.639 -0.524 6.313 -0.0763
C -0.813 -3.523 0.773 -0.0363
C -4.066 0.911 6.759 -0.5032
C 1.475 -2.685 0.086 -0.0392
C -3.007 1.864 4.696 -0.1274
C -3.055 2.405 0.875 -0.0399
C -0.056 -0.893 -3.078 -0.0510
C -2.287 -1.693 -2.259 -0.0462
H -2.703 -0.682 -2.332 0.0811
H -1.680 4.039 -0.937 0.0850
H -3.343 3.430 1.142 0.0886
H -2.125 -1.453 5.073 0.1191
H 1.914 -3.651 0.368 0.0904
H -2.204 2.243 5.352 0.1256
H -0.972 2.867 1.182 0.1410
H -4.574 2.806 5.858 0.1258
H -4.498 -0.971 5.795 0.1318
H -0.381 -4.486 1.076 0.0905
H -1.581 -0.037 6.038 0.1249
H -0.283 -1.350 -4.048 0.0854
H -3.057 1.126 9.612 0.1225
H -3.509 2.794 9.104 0.1228
H -2.457 -2.216 -3.206 0.0858
H -3.701 2.071 0.054 0.0883
H -5.746 2.155 8.988 0.1216
H -0.386 -2.596 -1.782 0.1047
H -1.681 -3.312 1.412 0.0980
H -0.356 0.159 -3.099 0.0757
H -0.368 -0.324 3.375 0.0582
H 1.220 -3.361 2.626 0.0909
H -5.294 0.494 9.518 0.1217
H -0.175 -2.369 3.087 0.0818
H 2.223 -1.899 0.255 0.0980
H -1.158 -3.611 -0.264 0.0648
H 1.369 -1.590 2.606 0.0924
H -3.111 2.525 3.828 0.1098
H -5.128 1.382 4.939 0.1345
H -2.809 -2.239 -1.465 0.0812
H -0.372 2.888 -1.262 0.0823
H -3.441 -1.102 7.223 0.1252
H -2.038 2.458 -1.673 0.0750
H -0.701 1.459 2.970 0.0831
H 1.251 -2.723 -0.985 0.0602
H 1.025 -0.949 -2.922 0.0816
H -3.214 1.750 1.736 0.0553
```

**Lowest unoccupied orbital energy**: 0.75 eV
**Max |F|**: 5.95 eV Å⁻¹
**M**: 379.54 g/mol
**Highest occupied orbital energy**: -0.1563 Eh
**Total charge**: 0
**Energy relative to the best compared isomer or geometry (same formula, charge and spin)**: 158.5 kcal per mole

---

- Look up the max |F| of the third one.
  4.09 eV Å⁻¹

---

- M of number 4 (C6H12N2O)?
  128.17 g/mol

---

- Which value of total charge does entry 2 give?
  -1

---

- Which of these has the highest M?
  C21H37N3O3